No. 1
Here is C5H11NO in the gas phase from the OMol25 dataset. Energies are from ωB97M-V/def2-TZVPD.

Summary:
Lowest unoccupied orbital energy, Eh: 0.0405
Structure (SMILES): COC1CN(C)C1
Orbital gap, eV: 9.78
HOMO energy, eV: -8.7

Structure (ORCA input):
```
! wB97M-V def2-TZVPD RIJCOSX def2/J DEFGRID3
* xyz 0 1
C -1.149 -2.157 -1.198
O 0.038 -1.785 -0.591
C 0.174 -0.434 -0.799
C -0.678 0.554 0.035
N 0.537 1.317 0.338
C 0.659 1.858 1.672
C 1.401 0.193 -0.052
H -2.029 -1.748 -0.670
H -1.171 -3.266 -1.137
H -1.101 -1.480 -2.258
H -0.201 -0.368 -2.016
H -1.432 1.100 -0.539
H -1.150 0.101 0.928
H 0.528 1.099 2.469
H -0.099 2.635 1.818
H 1.641 2.325 1.805
H 1.744 -0.397 0.831
H 2.287 0.454 -0.637
*
```

***

No. 2
Here is 2 unconnected molecules or ions with the total composition C5H11NO from the OMol25 dataset. Energies are from ωB97M-V/def2-TZVPD.

Summary:
Lowest unoccupied orbital energy, Eh: 0.0383
Structure (SMILES): C=C(C)N.CC=O
Orbital gap, eV: 9.38
HOMO energy, eV: -8.3

Structure (ORCA input):
```
! wB97M-V def2-TZVPD RIJCOSX def2/J DEFGRID3
* xyz 0 1
C 0.119 -0.020 -1.714
C 1.102 0.563 -0.743
N 1.358 1.916 -0.936
C 1.627 -0.130 0.265
H 1.285 2.234 -1.890
H 2.179 2.265 -0.463
H -0.227 -0.992 -1.380
H 0.583 -0.134 -2.694
H -0.737 0.644 -1.822
H 2.340 0.308 0.943
H 1.357 -1.154 0.437
C -1.728 -0.159 1.448
C -1.394 -1.612 1.388
O -1.661 -2.355 0.486
H -0.838 -1.976 2.276
H -2.154 0.089 2.417
H -0.799 0.400 1.332
H -2.411 0.114 0.648
*
```

***

No. 3
Here is C5H11NO in the gas phase from the OMol25 dataset. Energies are from ωB97M-V/def2-TZVPD.

Summary:
Lowest unoccupied orbital energy, Eh: 0.0333
Structure (SMILES): CC(C)CC(N)=O
Orbital gap, eV: 10.78
HOMO energy, eV: -9.9

Structure (ORCA input):
```
! wB97M-V def2-TZVPD RIJCOSX def2/J DEFGRID3
* xyz 0 1
C 0.143 0.105 0.878
C 0.686 -0.023 -0.543
C -0.461 0.031 -1.597
C 1.686 1.054 -0.912
C -0.701 -1.110 1.271
N -1.689 -0.835 2.177
O -0.502 -2.224 0.835
H 0.960 0.317 1.569
H -0.494 1.000 0.933
H 1.092 -1.036 -0.580
H -0.727 1.069 -1.786
H -0.167 -0.535 -2.476
H -1.392 -0.404 -1.217
H 2.448 1.280 -0.155
H 1.289 2.033 -1.182
H 2.275 0.729 -1.775
H -2.400 -1.549 2.305
H -2.046 0.099 2.254
*
```

***

No. 4
Here is a molecular structure, C5H11NO from the OMol25 dataset. Energies are from ωB97M-V/def2-TZVPD.

Summary:
Lowest unoccupied orbital energy, Eh: 0.0386
Orbital gap, eV: 8.73
HOMO energy, eV: -7.7

Structure (ORCA input):
```
! wB97M-V def2-TZVPD RIJCOSX def2/J DEFGRID3
* xyz 0 1
C -0.126 1.522 -1.956
C 0.898 0.578 -1.337
C 1.092 0.803 0.155
N -0.107 0.612 0.946
C -0.488 -0.490 1.553
O 0.067 -1.620 1.102
C -1.136 -2.407 1.660
H -0.218 1.355 -3.034
H -1.114 1.374 -1.508
H 0.161 2.571 -1.804
H 0.599 -0.466 -1.489
H 1.874 0.707 -1.822
H 1.842 0.108 0.546
H 1.436 1.822 0.357
H -0.624 1.407 1.288
H -1.281 -3.108 0.856
H -2.128 -1.954 1.903
H -0.747 -2.815 2.584
*
```

***

No. 5
Here is 2 unconnected molecules or ions with the total composition C5H11NO from the OMol25 dataset. Energies are from ωB97M-V/def2-TZVPD.

Summary:
Lowest unoccupied orbital energy, Eh: 0.0334
Structure (SMILES): CCC=O.C=NC
Orbital gap, eV: 10.21
HOMO energy, eV: -9.3

Structure (ORCA input):
```
! wB97M-V def2-TZVPD RIJCOSX def2/J DEFGRID3
* xyz 0 1
C 0.336 -2.515 -0.122
C -1.918 -1.910 -0.629
N -1.085 -2.351 0.228
H 0.941 -2.274 0.775
H 0.655 -1.846 -0.938
H 0.521 -3.562 -0.446
H -3.001 -1.804 -0.304
H -1.650 -1.587 -1.680
O 0.479 0.017 0.961
C 0.504 0.835 0.045
C 0.141 2.327 0.211
C 1.248 3.206 -0.358
H 0.803 0.471 -0.978
H -0.053 2.508 1.290
H -0.815 2.477 -0.319
H 2.210 3.102 0.184
H 0.889 4.264 -0.345
H 1.394 2.905 -1.410
*
```

***

No. 6
Here is C5H11NO in the gas phase from the OMol25 dataset. Energies are from ωB97M-V/def2-TZVPD.

Summary:
Lowest unoccupied orbital energy, Eh: 0.0381
Structure (SMILES): CC[C@@H](C)NC=O
Orbital gap, eV: 10.68
HOMO energy, eV: -9.6

Structure (ORCA input):
```
! wB97M-V def2-TZVPD RIJCOSX def2/J DEFGRID3
* xyz 0 1
C -1.847 -0.627 -1.107
C -1.310 0.268 0.009
C 0.220 0.398 0.052
C 0.685 1.504 0.991
N 0.797 -0.916 0.332
C 2.071 -1.225 -0.148
O 2.990 -0.457 -0.291
H -1.481 -0.295 -2.087
H -1.547 -1.670 -0.973
H -2.942 -0.594 -1.133
H -1.736 1.272 -0.103
H -1.663 -0.102 0.983
H 0.570 0.641 -0.960
H 0.331 2.478 0.635
H 0.298 1.354 2.007
H 1.777 1.514 1.024
H 0.628 -1.282 1.263
H 2.156 -2.263 -0.495
*
```

***

No. 7
Here is C5H11NO in the gas phase from the OMol25 dataset. Energies are from ωB97M-V/def2-TZVPD.

Summary:
Lowest unoccupied orbital energy, Eh: 0.0347
Structure (SMILES): CNC(=O)C(C)C
Orbital gap, eV: 10.42
HOMO energy, eV: -9.5

Structure (ORCA input):
```
! wB97M-V def2-TZVPD RIJCOSX def2/J DEFGRID3
* xyz 0 1
C -1.910 0.877 -1.898
N -0.722 0.078 -1.512
C -0.351 0.244 -0.217
O -0.970 1.046 0.461
C 0.801 -0.535 0.406
C 1.868 0.473 0.848
C 0.249 -1.311 1.608
H -2.825 0.264 -1.848
H -1.763 1.309 -2.886
H -2.159 1.755 -1.225
H -0.195 -0.627 -2.061
H 1.251 -1.246 -0.302
H 1.427 1.206 1.533
H 2.284 1.017 -0.008
H 2.690 -0.039 1.361
H 1.057 -1.839 2.128
H -0.230 -0.620 2.311
H -0.499 -2.052 1.301
*
```

***

No. 8
Here is C5H11NO in the gas phase from the OMol25 dataset. Energies are from ωB97M-V/def2-TZVPD.

Summary:
Lowest unoccupied orbital energy, Eh: 0.0211
Structure (SMILES): CCNCCC=O
Orbital gap, eV: 9.28
HOMO energy, eV: -8.7

Structure (ORCA input):
```
! wB97M-V def2-TZVPD RIJCOSX def2/J DEFGRID3
* xyz 0 1
C -0.959 -1.277 0.250
N -0.473 -0.334 1.309
C -0.571 1.121 0.909
C 0.018 0.935 -0.840
C 1.291 1.404 0.062
O 2.273 0.741 0.608
C 0.161 -1.842 -0.811
H -1.569 -0.622 -0.378
H -1.486 -1.975 0.749
H 0.499 -0.412 1.383
H -1.511 1.628 0.759
H -0.215 1.783 1.730
H -0.610 1.771 -1.295
H 0.184 0.294 -1.678
H 1.258 2.527 0.081
H 0.384 -1.502 -1.960
H 0.287 -2.839 -0.527
H 1.038 -1.401 -0.351
*
```

***

No. 9
Here is 2 unconnected molecules or ions with the total composition C5H11NO from the OMol25 dataset. Energies are from ωB97M-V/def2-TZVPD.

Summary:
Lowest unoccupied orbital energy, Eh: 0.0251
Structure (SMILES): C=C(N)/C=C/C.O
Orbital gap, eV: 8.61
HOMO energy, eV: -7.9

Structure (ORCA input):
```
! wB97M-V def2-TZVPD RIJCOSX def2/J DEFGRID3
* xyz 0 1
N -0.400 -0.648 1.210
C 0.784 0.002 0.819
C 1.738 0.486 1.631
C 0.388 -0.048 -3.077
C 0.305 -0.386 -1.627
C 0.954 0.198 -0.631
H -0.442 -1.653 1.215
H -0.973 -0.220 1.925
H 2.187 0.054 2.514
H 2.277 1.306 1.186
H 1.361 0.384 -3.338
H -0.448 0.561 -3.419
H 0.423 -0.973 -3.663
H -0.587 -0.914 -1.301
H 1.788 0.850 -0.906
H -3.535 -0.350 2.597
H -3.051 1.134 2.434
O -2.768 0.215 2.430
*
```

***

No. 10
Here is C5H11NO in the gas phase from the OMol25 dataset. Energies are from ωB97M-V/def2-TZVPD.

Summary:
Lowest unoccupied orbital energy, Eh: 0.0291
Orbital gap, eV: 8.12
HOMO energy, eV: -7.3

Structure (ORCA input):
```
! wB97M-V def2-TZVPD RIJCOSX def2/J DEFGRID3
* xyz 0 1
C 1.693 0.344 -1.375
C 1.036 -0.540 -0.345
C 1.288 -0.396 1.115
N 0.050 0.076 0.522
C -1.216 -0.646 0.783
C -2.337 -0.195 -0.134
O -1.983 1.444 -0.171
H 1.034 0.466 -2.243
H 2.643 -0.077 -1.722
H 1.886 1.335 -0.948
H 0.790 -1.551 -0.677
H 1.974 0.370 1.475
H 1.228 -1.291 1.734
H -1.107 -1.735 0.650
H -1.446 -0.473 1.845
H -1.997 -0.392 -1.166
H -2.517 1.820 0.541
H -1.019 1.441 0.115
*
```